Record 1
# C5H8O

A single C5H8O molecule (ωB97M-V/def2-TZVPD, the Open Molecules 2025 dataset).

Results
E_LUMO ... 0.01 eV
Frontier orbital gap ... 7.6 eV
E ... -7358.0819 eV
Net charge ... 0
Largest force on an atom ... 0.27 eV Å⁻¹
Highest occupied orbital energy ... -7.585 eV
Energy relative to the best compared isomer or geometry (same formula, charge and spin) ... 402.7 kJ/mol

Last column: Mulliken charge in e.
CARTESIAN COORDINATES (ANGSTROEM)
C (0.935, -1.716, 1.105)  -0.63
O (1.070, -1.866, -0.312)  -0.31
C (0.608, -0.970, -1.147)  -0.06
C (-0.066, 0.215, -0.955)  0.01
C (-0.606, 0.663, 0.264)  -0.29
C (-1.197, 2.032, 0.173)  -1.01
H (-0.098, -1.897, 1.392)  0.32
H (1.608, -2.454, 1.544)  0.21
H (1.194, -0.702, 1.401)  0.33
H (-0.172, 0.780, -1.890)  0.23
H (0.864, -1.283, -2.160)  0.34
H (-0.985, 2.612, -0.739)  0.30
H (-2.289, 1.975, 0.283)  0.25
H (-0.867, 2.611, 1.042)  0.31

---

Record 2
# C20H17N4O3PdS2

A molecular structure, C20H17N4O3PdS2 (ωB97M-V/def2-TZVPD, the Open Molecules 2025 dataset).

Results
E_LUMO ... 2.31 eV
Frontier orbital gap ... 5.1 eV
E ... -58271.3973 eV
Net charge ... -1
Largest force on an atom ... 0.48 eV Å⁻¹
Highest occupied orbital energy ... -2.810 eV
Energy relative to the best compared isomer or geometry (same formula, charge and spin) ... 17.7 kJ/mol

Last column: Mulliken charge in e.
CARTESIAN COORDINATES (ANGSTROEM)
Pd (0.747, 0.422, -2.310)  -0.28
N (-1.615, -2.913, -0.856)  -0.45
C (-0.560, -3.200, -1.674)  0.34
N (0.393, -2.368, -1.926)  -0.14
C (1.346, -2.921, -2.741)  0.05
C (1.125, -4.205, -3.122)  -0.45
S (-0.344, -4.775, -2.411)  -0.28
C (2.469, -2.061, -3.149)  -0.21
C (3.626, -2.479, -3.714)  -0.33
S (4.650, -1.126, -4.040)  -0.28
C (3.429, -0.076, -3.405)  0.44
N (2.361, -0.691, -2.978)  -0.09
N (3.578, 1.277, -3.296)  -0.44
H (-1.638, -1.933, -0.583)  0.35
H (-2.502, -3.316, -1.104)  0.24
H (1.694, -4.820, -3.798)  0.40
H (3.937, -3.485, -3.939)  0.39
H (4.066, 1.733, -4.050)  0.27
H (2.661, 1.678, -3.037)  0.15
O (-0.828, -0.359, 0.215)  0.10
C (-1.068, 0.952, 0.725)  1.85
C (-1.203, 1.969, -0.490)  0.78
O (-1.466, 3.131, -0.169)  -0.75
O (-0.961, 1.518, -1.635)  -0.75
C (0.151, 1.397, 1.531)  -0.36
C (1.396, 1.340, 0.901)  0.56
C (2.548, 1.708, 1.578)  -0.96
C (2.477, 2.148, 2.894)  -0.37
C (1.243, 2.217, 3.521)  -0.83
C (0.088, 1.843, 2.845)  -0.37
C (-2.342, 0.887, 1.568)  -1.06
C (-2.790, -0.348, 2.034)  -0.34
C (-3.927, -0.452, 2.826)  -0.81
C (-4.644, 0.682, 3.173)  -0.37
C (-4.206, 1.918, 2.717)  -0.70
C (-3.070, 2.023, 1.926)  -0.01
H (0.056, -0.644, 0.461)  0.28
H (1.450, 1.024, -0.142)  -0.18
H (3.502, 1.661, 1.067)  0.41
H (3.376, 2.439, 3.423)  0.37
H (1.172, 2.562, 4.546)  0.38
H (-0.868, 1.903, 3.349)  0.38
H (-2.239, -1.240, 1.772)  0.40
H (-4.249, -1.427, 3.171)  0.38
H (-5.532, 0.606, 3.788)  0.38
H (-4.754, 2.817, 2.975)  0.38
H (-2.739, 2.984, 1.561)  0.52

---

Record 3
# C30H34Cl3N6O5PPtS2

A molecular structure, C30H34Cl3N6O5PPtS2 (ωB97M-V/def2-TZVPD, the Open Molecules 2025 dataset).

Results
E_LUMO ... -5.35 eV
Frontier orbital gap ... 7.7 eV
E ... -122599.7383 eV
Net charge ... +2
Largest force on an atom ... 2.47 eV Å⁻¹
Highest occupied orbital energy ... -13.014 eV
Energy relative to the best compared isomer or geometry (same formula, charge and spin) ... 215.4 kJ/mol

Last column: Mulliken charge in e.
CARTESIAN COORDINATES (ANGSTROEM)
Pt (0.054, 0.360, 0.205)  1.96
C (0.439, 4.417, 6.762)  -1.37
C (0.325, 4.112, 5.291)  0.78
C (-0.623, 3.206, 4.816)  -0.80
C (-0.725, 2.919, 3.465)  -0.34
C (0.129, 3.569, 2.583)  0.35
C (1.073, 4.493, 3.023)  -0.67
C (1.160, 4.757, 4.374)  -0.67
S (0.161, 3.090, 0.913)  1.33
O (-1.077, 2.375, 0.594)  -0.78
O (0.560, 4.163, 0.064)  -0.64
N (1.269, 1.838, 0.909)  -0.28
C (2.250, 1.770, -0.109)  0.56
C (3.152, 2.753, -0.516)  -0.67
C (4.047, 2.457, -1.519)  -0.42
C (4.042, 1.196, -2.104)  -0.85
C (3.106, 0.291, -1.668)  -0.30
N (2.225, 0.571, -0.695)  -0.25
H (-0.099, 3.686, 7.366)  0.36
H (0.020, 5.405, 6.979)  0.32
H (1.483, 4.431, 7.078)  0.37
H (-1.296, 2.724, 5.519)  0.35
H (-1.466, 2.224, 3.087)  0.54
H (1.711, 5.005, 2.308)  0.45
H (1.887, 5.480, 4.732)  0.43
H (3.121, 3.727, -0.048)  0.42
H (4.755, 3.207, -1.851)  0.43
H (4.753, 0.926, -2.873)  0.41
H (3.067, -0.710, -2.085)  0.47
N (-0.218, -1.564, -4.023)  -0.29
C (0.159, -2.037, -2.628)  -0.05
P (-1.423, -1.886, -1.690)  0.92
O (-2.439, -2.203, -2.729)  -0.87
O (-1.472, -0.541, -0.984)  -0.90
C (-1.494, -3.104, -0.312)  -0.42
N (-2.672, -2.668, 0.541)  0.32
H (0.402, -1.892, -4.754)  0.37
H (-0.261, -0.550, -4.070)  0.33
H (-1.195, -1.889, -4.177)  0.37
H (0.950, -1.420, -2.213)  -0.45
H (0.477, -3.073, -2.699)  0.48
H (-0.595, -3.047, 0.297)  0.04
H (-1.661, -4.122, -0.657)  0.63
H (-2.641, -1.650, 0.624)  0.45
H (-2.687, -3.093, 1.484)  -0.13
H (-3.545, -2.904, 0.074)  0.57
Cl (-5.062, -7.435, 7.947)  -0.17
C (-4.222, -6.493, 6.780)  0.31
C (-4.240, -5.110, 6.864)  -1.08
C (-3.570, -4.372, 5.903)  -0.10
C (-2.884, -4.975, 4.846)  -0.13
C (-2.204, -4.130, 3.793)  -0.02
C (-1.326, -3.066, 4.445)  -1.60
N (-0.437, -2.435, 3.463)  0.37
C (0.819, -2.870, 3.102)  -0.44
C (1.179, -2.134, 2.015)  -0.70
N (0.155, -1.262, 1.704)  -0.60
C (-0.784, -1.448, 2.614)  -0.67
O (-3.073, -3.457, 2.828)  -0.40
C (-4.502, -3.548, 2.963)  -1.11
C (-5.088, -4.898, 2.649)  0.17
C (-4.733, -5.756, 1.649)  1.11
Cl (-3.539, -5.538, 0.415)  -0.24
S (-5.675, -7.184, 1.632)  -0.15
C (-6.596, -6.640, 2.963)  -0.39
C (-6.188, -5.421, 3.399)  -1.31
C (-2.849, -6.371, 4.826)  0.97
Cl (-1.949, -7.241, 3.625)  -0.20
C (-3.518, -7.127, 5.773)  -0.82
H (-4.771, -4.619, 7.672)  0.45
H (-3.589, -3.288, 5.986)  0.39
H (-1.561, -4.761, 3.189)  0.65
H (-0.722, -3.538, 5.215)  0.27
H (-1.930, -2.289, 4.905)  0.37
H (1.338, -3.655, 3.634)  0.47
H (2.097, -2.162, 1.447)  0.54
H (-1.714, -0.902, 2.687)  0.71
H (-4.912, -2.795, 2.288)  0.71
H (-4.794, -3.260, 3.970)  0.40
H (-7.399, -7.255, 3.353)  0.46
H (-6.643, -4.898, 4.236)  0.44
H (-3.489, -8.208, 5.725)  0.47

---

Record 4
# C11H27Cl2N2NbO3

A molecular structure, C11H27Cl2N2NbO3 (ωB97M-V/def2-TZVPD, the Open Molecules 2025 dataset).

Results
E_LUMO ... -0.66 eV
Frontier orbital gap ... 6.5 eV
E ... -47549.1991 eV
Net charge ... 0
Largest force on an atom ... 6.04 eV Å⁻¹
Highest occupied orbital energy ... -7.173 eV
Energy relative to the best compared isomer or geometry (same formula, charge and spin) ... 353.8 kJ/mol

Last column: Mulliken charge in e.
CARTESIAN COORDINATES (ANGSTROEM)
C (-1.666, 2.938, 4.741)  -0.97
C (-1.933, 2.269, 3.268)  0.48
Cl (-0.455, 1.397, 2.476)  -0.36
C (-3.252, 2.285, 2.564)  -0.16
Cl (-3.286, 1.420, 0.886)  -0.24
Nb (-5.112, 3.273, 3.433)  -0.34
O (-5.858, 1.332, 3.855)  -0.55
N (-4.758, 0.530, 3.760)  0.34
O (-4.386, 0.167, 4.864)  -0.36
H (-2.298, 3.894, 4.978)  0.32
H (-1.819, 2.125, 5.570)  0.25
H (-0.525, 3.291, 4.740)  0.29
H (-5.832, 3.263, 1.766)  0.06
H (-6.615, 4.087, 4.114)  0.09
H (-4.434, 3.317, 5.135)  0.04
H (-4.326, 4.902, 3.123)  0.05
C (0.123, 0.164, -2.739)  -1.23
C (1.366, -0.023, -1.880)  -0.39
N (1.393, -1.331, -1.054)  0.08
C (0.210, -1.286, -0.055)  -0.97
C (2.656, -1.367, -0.158)  -0.32
C (3.990, -1.469, -0.874)  -1.15
C (1.195, -2.629, -1.898)  -0.70
C (2.143, -2.846, -3.094)  -0.42
O (2.010, -1.810, -4.059)  -0.29
C (3.219, -1.480, -4.732)  -0.72
H (-0.783, 0.254, -2.134)  0.34
H (0.215, 1.098, -3.306)  0.41
H (-0.032, -0.635, -3.460)  0.28
H (1.435, 0.800, -1.162)  0.55
H (2.269, 0.013, -2.493)  0.25
H (0.293, -0.373, 0.541)  0.29
H (0.270, -2.170, 0.587)  0.43
H (-0.732, -1.303, -0.612)  0.46
H (2.543, -2.215, 0.528)  0.40
H (2.637, -0.444, 0.434)  0.42
H (4.223, -2.507, -1.123)  0.33
H (4.790, -1.151, -0.195)  0.41
H (4.062, -0.851, -1.767)  0.25
H (0.163, -2.594, -2.267)  0.44
H (1.281, -3.467, -1.199)  0.39
H (1.858, -3.783, -3.585)  0.37
H (3.176, -2.975, -2.773)  0.27
H (4.002, -2.233, -4.605)  0.36
H (3.574, -0.521, -4.344)  0.25
H (3.005, -1.358, -5.795)  0.27